Entry 1:
7 unconnected molecules or ions with the total composition C63H133N7O7 in a non-equilibrium geometry. Source: the Open Molecules 2025 dataset; level of theory: ωB97M-V with the def2-TZVPD basis set.

Cartesian coordinates (Å):
C  -5.1712  -5.6486  4.1157
C  -4.3076  -4.3884  4.3359
C  -4.9341  -3.2976  5.2264
C  -3.0672  -4.9626  5.1046
C  -1.7582  -4.0610  5.0407
C  -1.4180  -3.7399  3.5532
C  -2.5659  -3.0701  2.7892
C  -2.7484  -1.6063  3.2177
C  -2.2023  -3.1823  1.2593
N  -3.7842  -3.8983  3.0122
O  -4.7660  -3.5631  2.1372
H  -5.6629  -6.0106  5.0186
H  -5.9574  -5.3242  3.4340
H  -4.7728  -6.5470  3.6443
H  -4.1139  -2.7590  5.7010
H  -5.7425  -2.6946  4.8129
H  -5.4864  -3.7640  6.0423
H  -3.2005  -5.1219  6.1747
H  -2.7417  -5.9488  4.7737
H  -1.9316  -3.1743  5.6504
H  -0.9288  -4.6168  5.4779
H  -0.9275  -4.5411  3.0005
H  -0.5838  -3.0549  3.7050
H  -3.5028  -1.0264  2.6861
H  -1.8314  -1.0237  3.1292
H  -3.0136  -1.5118  4.2707
H  -1.3678  -2.5130  1.0501
H  -2.9716  -2.8678  0.5540
H  -1.9792  -4.2188  1.0060
H  -4.7402  -4.2241  1.4416
C  3.0198  -3.9883  -6.1418
C  3.5344  -2.7786  -6.8609
C  4.8569  -3.0645  -7.5847
C  2.4153  -2.4074  -7.9655
C  1.2101  -1.6930  -7.2519
C  1.6429  -0.4639  -6.4681
C  2.6974  -0.6834  -5.2960
C  3.4337  0.5893  -5.0702
C  1.9329  -1.2005  -4.1037
N  3.6954  -1.6329  -5.9033
O  4.6844  -2.0466  -4.9849
H  2.0548  -3.7361  -5.7023
H  2.9399  -4.7869  -6.8793
H  3.7194  -4.3078  -5.3694
H  5.5558  -3.6688  -7.0064
H  4.6746  -3.6189  -8.5053
H  5.3632  -2.1357  -7.8474
H  2.7296  -1.7464  -8.7733
H  1.9753  -3.2632  -8.4775
H  0.5275  -1.4156  -8.0551
H  0.6233  -2.3763  -6.6380
H  0.7399  -0.0226  -6.0461
H  2.1093  0.2121  -7.1847
H  4.3301  0.5502  -4.4512
H  2.8350  1.4223  -4.7018
H  3.9506  0.8765  -5.9858
H  2.1093  -2.2720  -4.0101
H  0.8767  -0.9348  -4.0599
H  2.3753  -0.8324  -3.1780
H  5.4901  -1.5891  -5.2362
C  0.6407  2.0335  -1.8567
C  -0.8041  1.8632  -1.5393
C  -1.4767  1.8054  -2.9839
C  -0.8886  0.4569  -0.9221
C  -2.2157  0.1506  -0.2258
C  -2.4548  1.2670  0.8513
C  -2.3933  2.7442  0.2583
C  -3.7040  3.0818  -0.5577
C  -2.2858  3.7198  1.4145
N  -1.1782  2.8968  -0.5723
O  -1.1345  4.1981  -1.1893
H  0.8986  2.8803  -2.4927
H  1.1919  2.0849  -0.9177
H  1.0273  1.1303  -2.3288
H  -2.5203  1.4967  -3.0457
H  -1.5440  2.8685  -3.2148
H  -0.9034  1.3371  -3.7840
H  -0.8070  -0.2766  -1.7243
H  -0.1087  0.2391  -0.1925
H  -3.0687  -0.0588  -0.8712
H  -2.1158  -0.7562  0.3707
H  -1.7735  1.1002  1.6856
H  -3.4577  1.0703  1.2302
H  -3.8381  2.4507  -1.4363
H  -3.6499  4.1252  -0.8682
H  -4.6244  2.9642  0.0143
H  -3.0467  3.5668  2.1798
H  -2.3039  4.7424  1.0375
H  -1.3017  3.5723  1.8592
H  -0.5941  4.6364  -0.5279
C  2.0508  7.8721  -0.1959
C  2.4671  6.5866  0.6318
C  2.8881  5.4055  -0.3428
C  3.7230  7.0223  1.4041
C  3.4736  7.7775  2.7564
C  2.3720  7.1105  3.5819
C  1.0497  6.8582  2.8173
C  0.2491  5.8815  3.7277
C  0.2591  8.1864  2.6852
N  1.2815  6.2566  1.5327
O  0.2542  5.7847  0.7914
H  1.0195  7.6973  -0.5025
H  2.2029  8.7397  0.4462
H  2.6914  8.0673  -1.0559
H  2.1863  5.1749  -1.1443
H  3.8709  5.7486  -0.6659
H  3.1143  4.5100  0.2361
H  4.3847  6.1735  1.5765
H  4.4392  7.5907  0.8109
H  4.3489  7.7780  3.4059
H  3.3179  8.7897  2.3832
H  2.1642  7.8050  4.3959
H  2.8786  6.2143  3.9401
H  0.6878  4.8840  3.7054
H  -0.8159  5.7956  3.5116
H  0.2939  6.0911  4.7964
H  -0.7098  7.9336  2.2547
H  0.7573  8.8907  2.0190
H  0.0562  8.6140  3.6671
H  0.3010  4.8400  0.9557
C  3.1187  -6.3107  0.9076
C  3.5098  -4.8581  0.6916
C  4.2538  -4.1395  1.7745
C  4.4605  -4.8139  -0.5751
C  3.8321  -5.1918  -1.8693
C  2.6848  -4.1678  -2.0558
C  1.6284  -4.0191  -0.9000
C  1.0166  -2.6591  -1.1612
C  0.5729  -5.1550  -0.9471
N  2.3414  -3.9689  0.4099
O  1.4050  -3.8199  1.4661
H  2.0796  -6.3295  1.2363
H  3.2093  -6.9511  0.0303
H  3.5951  -6.7845  1.7659
H  4.6425  -3.1278  1.6587
H  3.8069  -4.1471  2.7687
H  5.1094  -4.7472  2.0691
H  4.8691  -3.8116  -0.7030
H  5.4112  -5.2356  -0.2488
H  4.4847  -4.9916  -2.7191
H  3.4079  -6.1958  -1.8586
H  2.1671  -4.6038  -2.9102
H  3.1555  -3.2247  -2.3335
H  1.6839  -1.7972  -1.1651
H  0.2334  -2.4024  -0.4479
H  0.5452  -2.7012  -2.1431
H  -0.0905  -5.2061  -0.0837
H  1.1035  -6.1004  -0.8345
H  0.0247  -5.2077  -1.8878
H  1.4125  -2.8762  1.6423
C  -6.9864  -2.2792  -0.7742
C  -6.8763  -0.7749  -0.4417
C  -5.9632  -0.5720  0.7678
C  -6.0416  -0.0364  -1.5573
C  -6.8644  0.1681  -2.8176
C  -8.0579  1.1080  -2.4405
C  -8.9333  0.4956  -1.3041
C  -9.7949  1.7156  -0.7633
C  -9.8060  -0.5737  -1.9870
N  -8.1584  -0.0985  -0.1891
O  -8.8582  -0.6177  0.8576
H  -7.3949  -2.5392  -1.7507
H  -6.0044  -2.7467  -0.8463
H  -7.4989  -2.8147  0.0251
H  -6.3553  -1.0365  1.6726
H  -4.9957  -1.0421  0.5913
H  -5.8470  0.3837  1.2788
H  -5.6043  0.9175  -1.2624
H  -5.1159  -0.5253  -1.8609
H  -6.3379  0.6579  -3.6368
H  -7.1388  -0.7772  -3.2857
H  -8.7003  1.2627  -3.3074
H  -7.7763  2.0977  -2.0810
H  -10.7419  1.3068  -0.4110
H  -10.0037  2.4335  -1.5564
H  -9.3271  2.1324  0.1287
H  -9.3727  -1.1090  -2.8318
H  -10.7844  -0.1303  -2.1722
H  -10.0732  -1.4073  -1.3375
H  -8.3367  -0.3592  1.6211
C  7.0151  1.5098  3.8346
C  5.7199  0.7037  3.7597
C  6.0754  -0.5260  4.5952
C  4.5397  1.5241  4.4292
C  3.9811  2.5980  3.5778
C  3.6852  2.0786  2.2329
C  4.8333  1.3430  1.4697
C  4.1568  0.6935  0.2093
C  5.7717  2.3005  1.0019
N  5.4577  0.3290  2.3386
O  6.4068  -0.4396  1.7224
H  7.5711  1.3781  4.7628
H  7.7337  1.2054  3.0736
H  6.9248  2.5899  3.7189
H  6.2050  -0.3617  5.6649
H  5.4495  -1.3778  4.3292
H  7.0734  -0.8073  4.2589
H  3.7515  0.8379  4.7390
H  4.8716  1.9955  5.3542
H  3.1122  2.8878  4.1687
H  4.6537  3.4485  3.4672
H  3.2081  2.7999  1.5694
H  2.9002  1.3653  2.4843
H  3.9091  1.5027  -0.4776
H  3.2550  0.0951  0.3384
H  4.8093  0.0477  -0.3783
H  5.3639  3.0787  0.3568
H  6.6339  1.8666  0.4955
H  6.2405  2.8604  1.8111
H  6.0191  -1.3157  1.7827

Atoms 1-6, force components in eV/Å:
C -1.6 0.9 -0.7
C 2.1 -1.0 0.2
C -0.6 -0.9 0.4
C 2.1 1.0 0.3
C -1.6 -1.3 -1.2
C 0.6 1.0 1.7

Calculated values
HOMO-LUMO gap: 0.29508 Eh
Structure (SMILES): CC1(C)CCCC(C)(C)N1O.CC1(C)CCCC(C)(C)N1O.CC1(C)CCCC(C)(C)N1O.CC1(C)CCCC(C)(C)N1O.CC1(C)CCCC(C)(C)N1O.CC1(C)CCCC(C)(C)N1O.CC1(C)CCCC(C)(C)N1O
E_HOMO: -7.67 eV
Molar mass: 1100.80 g/mol
Multiplicity: 1
Lowest unoccupied orbital energy: 0.36 eV
Relative energy (zero: lowest compared OMol25 entry of this formula, charge and spin): 594.5 kJ/mol

Atom charges from the Mulliken analysis, given in e for atoms 1 to 99: -1.91, 1.56, -1.60, -1.27, -1.03, -1.12, 1.85, -1.42, -1.27, 0.26, -0.30, 0.41, 0.42, 0.36, 0.36, 0.23, 0.48, 0.41, 0.40, 0.34, 0.51, 0.41, 0.28, -0.02, 0.39, 0.44, -0.27, 0.05, 0.63, 0.32, -1.66, 1.46, -1.87, -1.20, -0.75, -0.99, 1.92, -2.02, -0.61, 0.26, -0.43, 0.28, 0.56, 0.20, 0.35, 0.41, 0.43, 0.39, 0.45, 0.43, 0.30, 0.24, 0.45, 0.42, 0.28, 0.52, -0.36, 0.23, -0.08, 0.31, -1.35, 1.89, -1.80, -1.11, 1.55, -1.64, 2.01, -1.88, -2.17, 1.07, -0.53, 0.51, 0.24, -0.13, 0.23, 0.52, 0.23, 0.08, 0.46, -0.43, -0.97, 0.37, 0.15, 0.20, 0.46, 0.49, 0.39, 0.48, 0.45, 0.53, -1.84, 1.64, -1.88, -1.27, -0.94, -0.94, 1.13, -1.70, -1.66

---

Entry 2:
12 unconnected molecules or ions with the total composition C63H143N7O12 in a non-equilibrium geometry. Source: the Open Molecules 2025 dataset; level of theory: ωB97M-V with the def2-TZVPD basis set.

Cartesian coordinates (Å):
C  2.5707  3.3120  -7.2204
C  2.6257  4.2391  -5.9638
C  4.0416  4.8725  -5.9166
C  1.5566  5.4294  -6.1162
C  0.1598  5.0320  -5.8496
C  0.0375  4.3401  -4.4780
C  0.9596  3.0834  -4.3202
C  1.0609  2.6969  -2.8572
C  0.3619  1.8794  -5.1334
N  2.3304  3.4944  -4.7124
O  3.2591  2.4362  -4.4901
H  3.0220  3.8749  -8.0432
H  3.1497  2.4135  -7.1422
H  1.5354  3.1463  -7.5936
H  4.1579  5.5746  -5.0697
H  4.7962  4.0821  -5.8822
H  4.2122  5.4546  -6.7969
H  1.8469  6.1268  -5.3213
H  1.7286  5.9009  -7.1048
H  -0.4539  5.9197  -5.8717
H  -0.2156  4.3352  -6.5758
H  -0.9976  4.0428  -4.3873
H  0.4104  5.0336  -3.6731
H  0.0505  2.5772  -2.4359
H  1.5522  3.5351  -2.3708
H  1.6226  1.7848  -2.7691
H  1.0962  1.0531  -5.0809
H  0.1684  2.1584  -6.1528
H  -0.5234  1.5892  -4.6175
H  4.0398  2.8302  -4.0588
C  2.3303  -1.4554  -4.4529
C  3.8878  -1.6938  -4.5748
C  4.2757  -1.9317  -5.9996
C  4.6832  -0.4950  -4.0740
C  4.5536  -0.2609  -2.6001
C  5.0885  -1.4850  -1.8373
C  4.2769  -2.7475  -2.2499
C  5.0403  -3.9918  -1.7961
C  2.8378  -2.7203  -1.6572
N  4.3078  -2.8213  -3.7301
O  3.6178  -4.0329  -4.0872
H  1.8277  -2.4151  -4.3807
H  2.0738  -0.8173  -3.6299
H  2.0149  -1.0023  -5.4140
H  3.6039  -2.6790  -6.3954
H  4.1899  -0.9862  -6.5620
H  5.3179  -2.2415  -6.0352
H  5.7381  -0.6494  -4.3210
H  4.3254  0.3612  -4.6137
H  5.2189  0.5769  -2.3183
H  3.5300  0.0114  -2.3226
H  5.0077  -1.2973  -0.7528
H  6.1418  -1.6183  -2.0936
H  4.4297  -4.9107  -1.7632
H  5.4740  -3.8409  -0.8059
H  5.9177  -4.1540  -2.4015
H  2.8863  -2.8184  -0.5597
H  2.2661  -3.5561  -2.0667
H  2.4020  -1.7581  -1.9544
H  4.3270  -4.4568  -4.5768
C  -2.6931  3.1582  0.5413
C  -1.9990  4.3678  1.2224
C  -2.1236  4.1918  2.7758
C  -0.5050  4.4210  0.8231
C  -0.3818  4.8742  -0.6238
C  -0.7687  6.3112  -0.6618
C  -2.3116  6.4785  -0.3779
C  -2.6139  7.9582  -0.0970
C  -3.2227  5.9467  -1.5537
N  -2.5799  5.7014  0.8956
O  -3.9580  5.7834  1.3106
H  -2.6852  3.2828  -0.5395
H  -2.1513  2.2488  0.8321
H  -3.7442  3.0736  0.7795
H  -3.1172  3.7980  3.0050
H  -1.4431  3.3973  3.0898
H  -2.1361  5.1483  3.2992
H  0.0358  5.0468  1.4940
H  -0.1275  3.4500  1.1408
H  0.6290  4.8887  -1.0266
H  -0.9605  4.2399  -1.2805
H  -0.5934  6.7848  -1.6373
H  -0.2575  6.8475  0.1144
H  -3.6707  8.1836  0.0192
H  -2.1943  8.5759  -0.8784
H  -2.1265  8.2947  0.8732
H  -3.1402  4.8762  -1.6746
H  -3.1343  6.5476  -2.4565
H  -4.2705  6.1152  -1.2234
H  -4.4238  5.0680  0.8179
C  -1.1859  0.3131  -1.3771
C  -0.5246  -0.3255  -0.1373
C  -0.1062  -1.7899  -0.4322
C  0.6891  0.6154  0.1588
C  1.3989  0.3828  1.4906
C  0.3538  0.5174  2.5662
C  -0.8352  -0.4154  2.4261
C  -0.5452  -1.9466  2.7854
C  -1.9151  0.0843  3.3444
N  -1.3794  -0.2103  1.0650
O  -2.5200  -1.0814  0.8380
H  -2.0986  -0.2402  -1.6374
H  -1.4398  1.3618  -1.2640
H  -0.4295  0.2526  -2.1844
H  -1.0108  -2.3892  -0.3038
H  0.2349  -1.8540  -1.4853
H  0.6750  -2.1042  0.2500
H  1.3852  0.4941  -0.6766
H  0.3848  1.6791  0.0715
H  1.8783  -0.6105  1.5001
H  2.2613  1.0643  1.6467
H  -0.0079  1.5303  2.6322
H  0.7532  0.2680  3.5604
H  0.4382  -2.2265  2.3724
H  -1.3429  -2.5943  2.4048
H  -0.5235  -1.9691  3.8929
H  -1.5294  0.1238  4.3907
H  -2.7485  -0.6182  3.3475
H  -2.2761  1.0336  2.9630
H  -3.1918  -0.4887  0.4335
C  -2.0541  0.0628  10.0085
C  -2.0549  -0.8333  8.7129
C  -1.1341  -0.1341  7.6227
C  -1.6804  -2.3142  9.0661
C  -2.0031  -3.2221  7.9178
C  -3.4835  -3.1870  7.6683
C  -3.9932  -1.8084  7.2695
C  -3.6238  -1.4388  5.8610
C  -5.5171  -1.7734  7.4509
N  -3.5080  -0.8504  8.2829
O  -3.9348  0.4459  7.9051
H  -2.5479  1.0315  9.8583
H  -2.5606  -0.4237  10.8605
H  -1.0347  0.3263  10.2639
H  -0.1804  0.2293  8.0295
H  -0.9015  -0.8317  6.8192
H  -1.6858  0.7191  7.2515
H  -0.7081  -2.4662  9.5063
H  -2.3268  -2.5227  9.9283
H  -1.4126  -3.0165  6.9951
H  -1.7684  -4.2428  8.2126
H  -4.0559  -3.5674  8.5405
H  -3.8582  -3.8130  6.8658
H  -4.3594  -1.8120  5.1614
H  -2.6360  -1.8322  5.6384
H  -3.6033  -0.3876  5.8108
H  -5.7573  -1.9232  8.4871
H  -6.0845  -2.3474  6.6870
H  -5.8796  -0.7853  7.2714
H  -4.4700  0.6784  8.6687
C  -4.0139  -4.1497  -4.8790
C  -3.6663  -2.9517  -3.9096
C  -4.5183  -3.1137  -2.6459
C  -2.1940  -2.8914  -3.5521
C  -1.2669  -2.5373  -4.6995
C  -1.6881  -1.1346  -5.0183
C  -3.1706  -1.0204  -5.5632
C  -3.5582  0.4546  -5.6529
C  -3.1944  -1.6524  -6.9953
N  -4.0687  -1.6995  -4.5766
O  -5.3795  -1.6716  -5.0123
H  -3.4999  -4.2046  -5.8444
H  -3.8314  -5.1144  -4.3531
H  -5.1211  -4.1802  -5.0153
H  -5.5380  -2.8037  -2.6891
H  -4.5342  -4.1558  -2.3241
H  -4.0168  -2.5414  -1.8525
H  -2.1075  -2.1379  -2.7389
H  -2.0183  -3.8816  -3.1257
H  -0.2363  -2.5608  -4.3877
H  -1.4028  -3.2706  -5.4956
H  -1.1011  -0.6763  -5.8232
H  -1.5563  -0.5050  -4.1009
H  -4.5594  0.6228  -6.0484
H  -2.8416  1.1005  -6.1327
H  -3.7040  0.8832  -4.6354
H  -2.6700  -2.5893  -7.0787
H  -2.6980  -1.0164  -7.6981
H  -4.2293  -1.8156  -7.2833
H  -5.4765  -2.3402  -5.7381
C  4.7003  -1.2813  2.8585
C  4.4687  -2.7828  3.4575
C  2.9271  -2.9583  3.4448
C  5.1404  -3.9190  2.6981
C  6.6280  -3.9064  2.8029
C  6.9716  -4.0055  4.2718
C  6.3585  -2.9802  5.1854
C  6.5121  -3.4207  6.6686
C  7.0031  -1.5483  5.0571
N  4.9294  -2.9098  4.8461
O  4.2613  -2.0639  5.7327
H  4.1955  -0.6132  3.5493
H  5.7511  -1.0348  2.7953
H  4.1734  -1.2008  1.8887
H  2.4166  -2.1558  3.9758
H  2.5578  -3.0314  2.4099
H  2.7054  -3.9182  3.9559
H  4.8252  -4.8536  3.1661
H  4.8176  -3.7906  1.6694
H  7.0666  -4.7637  2.2991
H  7.0219  -2.9977  2.3579
H  8.0732  -3.9938  4.4735
H  6.6361  -4.9860  4.5632
H  7.5473  -3.4757  6.9935
H  6.1247  -4.4323  6.7665
H  5.9767  -2.8004  7.3715
H  7.3502  -1.4224  4.0192
H  7.8559  -1.7271  5.6856
H  6.4097  -0.6962  5.4232
H  3.6485  -2.6243  6.2353
O  -4.3459  2.4504  -1.7983
H  -4.4880  1.6865  -2.4047
H  -4.9021  3.1936  -2.0803
O  -5.6905  0.1958  -2.6636
H  -5.1249  -0.4744  -3.0703
H  -6.4627  0.1376  -3.2435
O  -4.6486  0.3741  0.1941
H  -5.1735  -0.0059  -0.5218
H  -4.4448  1.2649  -0.1369
O  -5.3284  -1.8979  2.0653
H  -6.1128  -1.3576  2.0260
H  -4.6206  -1.2220  2.1516
O  -3.6334  -3.9004  0.9417
H  -4.1151  -3.7681  1.7528
H  -3.2120  -3.0653  0.8002

Atoms 1-6, force components in eV/Å:
C -0.7 1.6 -0.7
C -0.9 -0.3 -0.8
C -0.7 -0.4 1.1
C 2.5 -0.8 0.3
C -0.3 -0.7 0.9
C 1.7 0.3 0.1

Calculated values
HOMO-LUMO gap: 0.30483 Eh
Structure (SMILES): CC1(C)CCCC(C)(C)N1O.CC1(C)CCCC(C)(C)N1O.CC1(C)CCCC(C)(C)N1O.CC1(C)CCCC(C)(C)N1O.CC1(C)CCCC(C)(C)N1O.CC1(C)CCCC(C)(C)N1O.CC1(C)CCCC(C)(C)N1O.O.O.O.O.O
E_HOMO: -8.04 eV
Molar mass: 1190.87 g/mol
Multiplicity: 1
Lowest unoccupied orbital energy: 0.26 eV
Relative energy (zero: lowest compared OMol25 entry of this formula, charge and spin): 0.0 kJ/mol

Atom charges from the Mulliken analysis, given in e for atoms 1 to 99: -1.58, 1.43, -1.96, -1.21, -0.84, -0.80, 1.90, -0.48, -1.57, -0.23, 0.11, 0.52, 0.13, 0.31, 0.37, 0.46, 0.47, 0.37, 0.41, 0.42, 0.43, 0.40, 0.05, -0.46, 0.85, -0.67, -0.06, 0.63, 0.23, 0.30, -1.66, 1.83, -2.04, -1.54, 0.65, -1.49, 1.97, -2.11, -0.48, 0.10, -0.46, 0.81, -0.58, 0.76, 0.49, 0.30, 0.48, 0.49, 0.10, 0.55, -0.70, 0.19, 0.48, 0.36, 0.30, 0.56, 0.03, 0.53, -0.53, 0.39, -0.51, 1.54, -2.24, -1.37, 1.31, -2.01, 2.00, -1.94, -1.59, 0.16, -0.51, -0.10, -0.41, 1.14, 0.37, 0.36, 0.42, 0.57, -0.29, 0.12, -0.13, 0.45, 0.43, 0.38, 0.40, 0.39, -0.07, 0.41, 0.44, 0.35, 0.08, 2.81, -0.31, 0.44, -0.23, -1.14, 1.90, 0.01, -1.07

---

- Number 1 is which compound?
  C63H133N7O7

---

- Among the records above, which one has the highest HOMO-LUMO gap?
  C63H143N7O12

---

- Which of these has the highest E_HOMO?
  C63H133N7O7

---

- Which of these has the highest E_HOMO?
  C63H133N7O7